[1]
The following is a DFT calculation (ωB97M-V/def2-TZVPD) of a 3-piece molecular cluster, CHF3N3 overall.

Structure (XYZ):
```
8
Properties=species:S:1:pos:R:3:forces:R:3:lowdin_charge:R:1
F -2.02545 -4.29581 -0.54120 -0.3 -0.5 -0.3 0.2588
F -0.14099 -0.32891 0.22798 -0.2 0.1 -0.8 -0.0795
F -1.77499 -0.11668 2.18147 -0.9 0.3 0.0 0.3089
N -1.94145 -2.23209 0.66574 -0.5 -0.8 -0.5 0.1534
N -0.60562 -0.06721 2.53947 1.0 -0.3 0.3 0.0283
N 0.42656 -0.09691 2.89942 -0.2 0.1 -0.1 0.5062
C -2.05591 -3.21644 0.07304 0.6 0.9 0.7 -0.2808
H -0.71330 -0.61741 -0.46598 0.5 0.2 0.6 0.1047
```
Positions in Å, forces in eV/Å.

The relative energy (zero: lowest compared OMol25 entry of this formula, charge and spin) comes out at 20.7 kJ/mol. The energy comes out at -13661.2793 eV. The HOMO energy comes out at -16.68 eV. The max |F| comes out at 1.29 eV Å⁻¹. The calculation puts the molar mass at 112.03 g mol⁻¹. The net charge is +1. The value obtained for the HOMO-LUMO gap is 10.40 eV.



[2]
The following is a DFT calculation (ωB97M-V/def2-TZVPD) of a 7-piece molecular cluster, C32H35BN6O5 overall.

Structure (XYZ):
```
79
Properties=species:S:1:pos:R:3:forces:R:3:lowdin_charge:R:1
O -0.19973 1.62317 2.91252 0.0 0.2 0.3 0.1690
O -1.15617 -2.71353 2.37816 -0.2 -0.1 0.5 0.0975
O -2.73444 -0.95725 2.29618 0.4 0.5 0.2 0.2016
O 0.56374 -0.19147 4.04019 -0.7 -0.3 0.2 0.1412
O -0.42888 -0.43348 2.07322 0.3 -0.2 0.3 0.2025
N -4.91196 3.46536 2.90976 0.0 0.0 0.0 0.0466
N -0.64471 3.69705 -5.59565 0.0 0.0 0.0 0.0628
N 1.80997 -5.64823 1.55245 0.0 0.0 -0.1 0.0643
N -1.42362 -0.29677 -3.53352 0.0 0.0 0.0 0.0529
N 0.74272 -6.44528 4.77768 0.0 0.0 0.0 0.0608
N -0.60709 5.71078 -1.10978 0.0 0.0 0.0 0.0649
C 0.04412 -7.20963 3.94168 0.0 0.1 0.0 -0.1667
C 0.49329 -8.43029 3.46031 0.0 0.0 0.0 -0.0755
C 1.73845 -5.98893 0.26753 0.0 0.0 0.0 -0.1423
C -4.68023 4.74180 2.61083 0.0 0.0 0.0 -0.1665
C 0.40288 5.79974 -6.06235 0.0 0.0 0.0 -0.0819
C -2.71497 4.22211 1.36264 0.0 -0.1 0.0 -0.0656
C -0.01059 -3.26515 3.03239 0.3 0.0 -0.2 -0.0429
C -4.05147 2.56561 2.43773 0.0 0.0 0.0 -0.1502
C 2.85040 -6.15831 -0.54417 0.0 0.0 0.0 -0.0708
C 3.02194 -5.46207 2.06897 0.0 0.0 0.0 -0.1522
C 1.73964 -8.88071 3.86151 0.0 0.0 0.0 -0.0800
C 1.93571 -6.89438 5.16124 0.0 0.0 0.0 -0.1758
C 0.68554 7.40364 -2.20577 0.0 0.0 0.0 -0.0742
C -0.37994 6.98473 -1.42233 0.0 0.0 0.0 -0.1496
C -3.60686 5.16865 1.84225 0.0 0.0 0.0 -0.0741
C 4.19562 -5.60516 1.34323 0.0 0.0 0.0 -0.0680
C -1.36595 1.95647 -2.71168 0.0 0.0 -0.1 -0.0715
C 0.24655 4.80483 -1.58327 0.0 0.0 0.0 -0.1497
C 1.46609 3.77205 -6.72411 0.0 0.0 0.0 -0.0707
C -1.44722 1.02128 -3.73373 0.0 -0.1 0.0 -0.1568
C -0.62635 5.02712 -5.54469 0.0 0.0 0.0 -0.1514
C 4.10646 -5.96202 0.00738 0.0 0.0 0.0 -0.0791
C 2.47947 -8.09584 4.73202 0.0 0.0 0.0 -0.0793
C 1.56373 6.44874 -2.69341 0.0 0.0 0.0 -0.0875
C -1.24351 1.49391 -1.41414 0.0 0.1 0.1 -0.0747
C 1.34061 5.11894 -2.37592 0.0 0.0 0.0 -0.0627
C 0.38872 3.09129 -6.17591 0.0 0.0 0.0 -0.1497
C -2.94051 2.88980 1.67495 0.0 0.1 -0.1 -0.0687
C -1.30898 -0.72374 -2.27561 0.0 0.1 -0.1 -0.1485
C 1.47193 5.15665 -6.66572 0.0 0.0 0.0 -0.0814
C -1.20929 0.12932 -1.18703 -0.1 0.0 0.0 -0.0483
C -0.06175 0.44618 3.01689 0.1 0.0 -0.6 -0.5765
B -1.43090 -1.40488 2.29979 -0.3 0.0 -0.2 -0.7752
H -3.21196 -1.09056 3.11705 -0.2 -0.4 -0.1 0.1137
H 1.99648 4.33618 -2.73247 0.0 0.0 0.0 0.1077
H 2.12765 -9.82590 3.50398 0.0 0.0 0.0 0.1044
H 0.00243 -4.33393 2.84507 0.0 0.0 0.0 0.0566
H 0.36542 0.28127 4.85921 0.4 0.3 -0.1 0.1371
H -1.17793 2.18392 -0.58212 0.0 0.0 0.0 0.0820
H 2.48618 -6.25831 5.84705 0.0 0.0 0.0 0.1024
H -5.39422 5.45849 3.00309 0.0 0.0 0.0 0.0978
H -1.12107 -0.25032 -0.18142 0.0 -0.1 0.0 0.0821
H -0.92240 -6.82168 3.63868 0.0 0.0 0.0 0.1042
H -1.47721 5.49763 -5.06349 0.0 0.0 0.0 0.1082
H 2.72962 -6.43540 -1.58255 0.0 0.0 0.0 0.1014
H -3.47621 6.22031 1.62400 0.0 0.0 0.0 0.0970
H -4.26190 1.52864 2.67995 0.0 0.0 0.0 0.0947
H 0.36202 6.87831 -5.99197 0.0 0.0 0.0 0.1019
H -1.39207 3.01347 -2.94001 0.0 -0.1 -0.1 0.0831
H 3.45723 -8.40576 5.07555 0.0 0.0 0.0 0.1000
H -2.27115 2.11559 1.32812 0.0 0.0 0.1 0.0736
H -1.28853 -1.79938 -2.13545 0.0 0.0 0.0 0.1024
H -1.54058 1.35337 -4.76069 0.0 0.0 0.0 0.0828
H 4.99872 -6.08263 -0.59339 0.0 0.0 0.0 0.1049
H 2.27853 3.22524 -7.18301 0.0 0.0 0.0 0.1010
H 0.74025 -6.13219 -0.13255 0.0 0.0 0.0 0.1065
H 3.05277 -5.18438 3.11722 0.0 0.0 0.0 0.0983
H -1.86913 4.51693 0.75154 -0.1 0.0 0.0 0.0766
H -1.08764 7.70572 -1.02766 0.0 0.0 0.0 0.1038
H 0.81819 8.45403 -2.42711 0.0 0.0 0.0 0.1000
H -0.12101 -9.00707 2.78232 0.0 0.0 0.0 0.1012
H 0.91178 -2.82662 2.64519 -0.1 0.0 0.0 0.0945
H 5.15319 -5.43844 1.81768 0.0 0.0 0.0 0.1014
H 0.35482 2.00700 -6.20100 0.0 0.0 0.0 0.1020
H 0.04588 3.77444 -1.31854 0.1 0.0 0.0 0.0751
H -0.07178 -3.08969 4.10652 0.0 0.0 0.0 0.0955
H 2.29445 5.72380 -7.08251 0.0 0.0 0.0 0.1044
H 2.40673 6.73583 -3.30898 0.0 0.0 0.0 0.1058
```
Positions in Å, forces in eV/Å.

The energy comes out at -53608.6088 eV. The HOMO energy comes out at -9.08 eV. The max |F| comes out at 0.77 eV Å⁻¹. The calculation puts the molar mass at 594.48 g mol⁻¹. As for the structure (SMILES): COB(O)OC(=O)O.c1ccncc1.c1ccncc1.c1ccncc1.c1ccncc1.c1ccncc1.c1ccncc1. The net charge is 0. The value obtained for the HOMO-LUMO gap is 9.42 eV.